{"formula": "C4H11N3O2", "method": "the ωB97M-V functional and the def2-TZVPD basis", "total_energy_ev": -12891.5536, "homo_lumo_gap_ev": 9.77, "lumo_ev": 0.551, "fmax_ev_per_a": 1.7, "e_above_lowest_kj_mol": 123.1, "smiles": "[H]/N=C(\\N)NC.CC(=O)O", "symbols": ["C", "C", "N", "N", "N", "H", "H", "H", "H", "H", "H", "H", "H", "C", "C", "O", "O", "H", "H", "H"], "positions_angstrom": [[-0.976, -0.084, -1.154], [-3.015, 0.630, -0.104], [-3.733, 0.426, -1.120], [-1.591, 0.863, -0.228], [-3.401, 0.656, 1.210], [3.343, -0.842, 2.276], [-4.675, 0.070, -0.974], [-1.484, 1.814, -0.561], [-4.387, 0.526, 1.355], [-2.682, 0.640, 1.909], [0.082, -0.198, -0.902], [-1.099, 0.152, -2.209], [-1.416, -1.074, -1.022], [3.875, 0.063, 0.047], [3.230, -1.241, 0.373], [2.830, -1.418, 1.685], [2.974, -2.129, -0.381], [3.540, 0.324, -0.958], [4.953, -0.042, 0.024], [3.630, 0.864, 0.733]], "forces_ev_per_a": [[0.4, -0.5, 0.0], [0.6, 0.1, 0.6], [0.0, -0.4, -0.9], [-0.8, -0.1, 0.0], [-0.2, 0.1, -0.9], [-0.4, -0.1, -0.3], [0.1, 0.4, 0.4], [0.2, 0.0, 0.1], [0.2, 0.0, 0.7], [-0.3, -0.1, 0.2], [0.0, 0.2, -0.2], [0.0, 0.2, -0.1], [-0.1, 0.1, 0.1], [0.0, 0.2, -0.6], [-0.8, -0.9, 1.2], [0.8, 0.4, 0.0], [0.2, 0.3, -0.5], [0.1, 0.1, 0.1], [0.2, -0.1, 0.0], [-0.2, 0.0, 0.2]]}

***

{"formula": "C4H11N3O2", "method": "the ωB97M-V functional and the def2-TZVPD basis", "total_energy_ev": -12890.5907, "homo_lumo_gap_ev": 9.36, "lumo_ev": 0.855, "fmax_ev_per_a": 8.6, "e_above_lowest_kj_mol": 216.1, "smiles": "[H]/N=C(\\N)NC.CC(=O)O", "symbols": ["C", "C", "N", "N", "N", "H", "H", "H", "H", "H", "H", "H", "H", "C", "C", "O", "O", "H", "H", "H"], "positions_angstrom": [[-1.340, 0.552, -2.055], [0.182, -1.191, -1.459], [1.152, -1.640, -0.648], [-0.338, 0.008, -1.144], [0.033, -1.775, -2.831], [1.323, -0.502, 1.176], [1.714, -2.353, -0.805], [-0.495, 0.260, -0.202], [-0.757, -1.340, -3.430], [0.788, -2.112, -3.256], [-2.056, 1.340, -1.725], [-2.010, -0.245, -2.646], [-0.714, 1.174, -2.683], [0.320, 1.419, 3.684], [0.353, 0.706, 2.406], [1.374, -0.132, 2.108], [-0.375, 0.999, 1.526], [0.928, 0.877, 4.384], [-0.711, 1.499, 4.093], [0.629, 2.457, 3.509]], "forces_ev_per_a": [[-1.1, 0.1, -1.7], [5.5, -2.7, -1.0], [-5.5, 5.7, 0.6], [-2.9, -0.5, -1.8], [-6.6, 4.2, 3.7], [-0.3, 0.3, 0.5], [2.4, -4.3, -1.7], [0.4, -0.1, 1.5], [2.5, -1.2, 1.3], [3.6, -1.5, -1.8], [0.5, -1.0, 1.0], [1.6, 1.8, 1.3], [-0.3, -0.2, -1.3], [-0.5, 0.0, 1.3], [2.4, -0.8, -1.4], [0.1, -0.1, 1.2], [-3.1, 0.9, -2.1], [0.5, 0.3, 0.6], [0.6, -0.3, -0.5], [0.3, -0.4, 0.1]]}

***

{"formula": "C4H11N3O2", "method": "the ωB97M-V functional and the def2-TZVPD basis", "total_energy_ev": -12891.1674, "homo_lumo_gap_ev": 9.16, "lumo_ev": 0.716, "fmax_ev_per_a": 3.5, "e_above_lowest_kj_mol": 160.4, "smiles": "CN=C(N)N.CC(=O)O", "symbols": ["C", "C", "O", "O", "H", "H", "H", "C", "C", "N", "N", "N", "H", "H", "H", "H", "H", "H", "H", "H"], "positions_angstrom": [[2.076, -1.568, -0.006], [1.187, -0.861, -1.009], [1.281, 0.297, -1.396], [0.107, -1.537, -1.278], [1.549, -2.356, 0.538], [2.250, -0.798, 0.733], [2.903, -1.951, -0.615], [-2.456, 0.678, -0.613], [-0.649, 0.713, 1.075], [0.027, 0.156, 2.144], [-1.641, 0.165, 0.521], [-0.108, 1.935, 0.566], [-0.403, -0.508, 2.760], [0.851, 0.682, 2.371], [-0.502, -1.445, -2.014], [-0.131, 1.795, -0.455], [0.873, 2.119, 0.741], [-2.558, -0.061, -1.376], [-2.392, 1.670, -1.058], [-3.472, 0.638, -0.215]], "forces_ev_per_a": [[-0.8, 0.4, -0.6], [-1.1, 2.6, -0.1], [1.2, -1.1, 0.2], [-0.9, -3.4, 0.3], [0.0, -0.1, -0.6], [1.0, 0.0, 0.0], [0.3, 0.2, 0.8], [-0.6, -0.3, 2.0], [0.1, 0.9, -1.2], [0.1, 0.7, -0.9], [-0.8, -0.4, -0.4], [0.0, -0.6, -0.8], [0.0, 0.1, 0.0], [-0.1, -0.4, 0.8], [0.4, 1.2, -0.2], [-0.1, 0.5, 0.6], [0.0, -0.2, 0.5], [0.6, -0.6, -0.8], [0.9, 0.2, 0.2], [-0.2, 0.3, 0.1]]}

***

{"formula": "C4H11N3O2", "method": "the ωB97M-V functional and the def2-TZVPD basis", "total_energy_ev": -12890.8013, "homo_lumo_gap_ev": 9.42, "lumo_ev": 0.525, "fmax_ev_per_a": 4.5, "e_above_lowest_kj_mol": 195.7, "smiles": "[H]/N=C(\\N)NC.CC(=O)O", "symbols": ["C", "C", "N", "N", "N", "H", "H", "H", "H", "H", "H", "H", "H", "C", "C", "O", "O", "H", "H", "H"], "positions_angstrom": [[0.101, -1.019, 3.049], [-1.488, -0.420, 1.361], [-1.814, 0.595, 2.017], [-0.644, -1.454, 1.895], [-2.205, -0.934, 0.238], [2.741, 1.474, -3.386], [-2.658, 1.104, 1.808], [-1.286, -2.227, 1.981], [-1.572, -1.007, -0.550], [-2.978, -0.330, 0.008], [-0.388, -0.426, 3.826], [0.756, -0.197, 2.723], [0.727, -1.819, 3.431], [1.758, -0.553, -2.357], [1.456, 0.863, -1.938], [2.014, 1.814, -2.842], [0.647, 1.396, -1.262], [1.086, -1.148, -1.742], [2.757, -0.937, -2.284], [1.286, -0.700, -3.331]], "forces_ev_per_a": [[1.1, 1.1, 0.1], [-1.9, -1.8, 0.2], [0.7, 0.4, 1.5], [-0.3, 1.8, -1.0], [0.7, 0.2, 0.2], [-0.2, -0.2, 0.2], [0.3, 0.2, -1.0], [0.3, -0.4, 0.3], [-0.2, -0.2, -0.1], [0.0, 0.2, -0.2], [-0.9, -0.9, 0.2], [0.3, -0.5, -0.4], [-0.1, 0.0, 0.1], [-2.1, -0.4, 1.1], [0.8, 2.7, -3.5], [0.7, -0.8, 0.4], [-0.7, -1.5, 1.7], [0.3, -0.4, 0.4], [0.5, 0.2, -0.1], [0.6, 0.3, -0.3]]}

***

{"formula": "C4H11N3O2", "method": "the ωB97M-V functional and the def2-TZVPD basis", "total_energy_ev": -12890.3262, "homo_lumo_gap_ev": 9.64, "lumo_ev": 0.764, "fmax_ev_per_a": 6.0, "e_above_lowest_kj_mol": 241.6, "smiles": "CN=C(N)N.CC(=O)O", "symbols": ["C", "C", "O", "O", "H", "H", "H", "C", "C", "N", "N", "N", "H", "H", "H", "H", "H", "H", "H", "H"], "positions_angstrom": [[0.287, -2.732, 2.453], [-0.235, -1.417, 2.092], [-0.522, -1.617, 0.715], [-0.476, -0.436, 2.675], [-0.558, -3.566, 2.294], [0.715, -2.963, 3.506], [1.167, -3.166, 1.722], [1.210, 1.194, 0.095], [-0.076, 1.208, -1.958], [0.005, 1.076, -0.630], [-1.377, 0.940, -2.500], [0.893, 1.876, -2.735], [-0.749, -1.029, 0.081], [1.038, 1.420, 1.169], [1.648, 2.088, -0.301], [-2.064, 0.831, -1.723], [-1.605, 1.843, -2.899], [1.799, 2.098, -2.389], [0.859, 1.680, -3.702], [1.967, 0.442, 0.089]], "forces_ev_per_a": [[2.0, -5.5, 0.9], [-0.7, -0.9, -4.1], [1.5, -4.1, 3.9], [-0.1, 1.5, 1.5], [1.7, 2.1, 0.3], [-1.0, 1.2, -1.6], [-2.3, 1.6, 1.6], [0.2, 2.1, 0.8], [0.4, 0.8, 4.9], [-1.6, -1.9, -3.4], [0.9, 1.1, 0.1], [-2.1, -1.1, 0.3], [-1.1, 4.3, -2.3], [-0.3, -0.3, -0.6], [1.2, 0.9, 0.1], [1.2, -0.2, -0.6], [-0.5, 0.0, -0.7], [0.2, -0.2, 0.6], [0.0, -0.1, -1.0], [0.2, -1.2, -0.5]]}

***

{"formula": "C4H11N3O2", "method": "the ωB97M-V functional and the def2-TZVPD basis", "total_energy_ev": -12891.9296, "homo_lumo_gap_ev": 9.91, "lumo_ev": 0.754, "fmax_ev_per_a": 2.4, "e_above_lowest_kj_mol": 86.9, "smiles": "[H]/N=C(\\N)NC.CC(=O)O", "symbols": ["C", "C", "N", "N", "N", "H", "H", "H", "H", "H", "H", "H", "H", "C", "C", "O", "O", "H", "H", "H"], "positions_angstrom": [[0.944, 0.031, 2.582], [1.163, 1.273, 0.517], [1.226, 1.140, -0.757], [0.400, 0.467, 1.287], [1.835, 2.372, 1.123], [-0.543, 0.543, -1.176], [1.738, 1.885, -1.185], [-0.193, -0.258, 0.947], [1.482, 2.560, 2.064], [2.817, 2.274, 1.367], [2.022, -0.191, 2.516], [0.489, -0.918, 2.853], [0.882, 0.818, 3.336], [-2.497, -1.959, -2.009], [-1.371, -1.311, -1.188], [-1.341, -0.010, -1.415], [-0.581, -1.879, -0.477], [-2.941, -1.162, -2.610], [-3.150, -2.459, -1.301], [-2.107, -2.601, -2.796]], "forces_ev_per_a": [[1.0, 0.4, -0.3], [0.7, 0.6, -1.5], [-0.9, -0.9, 0.2], [0.4, 0.0, 2.4], [0.0, 0.1, 1.9], [0.3, -1.1, 0.1], [0.2, 0.5, -0.1], [0.0, -0.2, -1.4], [-0.6, 0.0, -0.4], [0.2, -0.5, -1.0], [-0.2, 0.0, -0.2], [-0.3, 0.3, 0.3], [-0.5, -0.3, 0.3], [0.8, 1.0, 0.0], [0.3, -0.1, -0.9], [-0.5, 1.4, -0.5], [-0.1, -0.4, 0.4], [-0.6, -0.1, 0.6], [-0.3, -0.2, -0.4], [0.3, -0.6, 0.5]]}

***

{"formula": "C4H11N3O2", "method": "the ωB97M-V functional and the def2-TZVPD basis", "total_energy_ev": -12889.1472, "homo_lumo_gap_ev": 9.92, "lumo_ev": 0.510, "fmax_ev_per_a": 5.9, "e_above_lowest_kj_mol": 355.3, "smiles": "[H]/N=C(\\N)NC.CC(=O)O", "symbols": ["C", "C", "N", "N", "N", "H", "H", "H", "H", "H", "H", "H", "H", "C", "C", "O", "O", "H", "H", "H"], "positions_angstrom": [[1.946, -1.021, -0.159], [1.511, 1.430, 0.029], [1.367, 1.678, -1.313], [1.559, 0.107, 0.724], [1.076, 2.507, 0.926], [-0.527, -0.767, 0.339], [1.033, 2.460, -1.912], [1.930, 0.100, 1.694], [1.328, 2.155, 1.902], [1.503, 3.421, 0.816], [1.221, -1.236, -0.873], [2.017, -1.938, 0.555], [2.971, -1.011, -0.471], [-3.006, -0.888, -0.881], [-2.420, -1.450, 0.415], [-1.178, -1.377, 0.611], [-3.019, -2.069, 1.275], [-3.312, 0.185, -0.500], [-3.723, -1.556, -1.383], [-2.277, -0.731, -1.794]], "forces_ev_per_a": [[1.3, -1.7, 4.5], [-3.3, 3.2, -3.6], [1.5, -3.8, 4.1], [0.4, 2.3, -2.5], [1.7, -2.9, 2.1], [0.6, 1.7, -1.2], [0.5, -0.3, 2.2], [-0.2, 0.2, -1.4], [-0.7, 1.1, -1.4], [0.1, -0.4, -0.5], [-0.9, 0.0, -1.5], [-0.6, 1.3, -1.1], [0.3, 0.7, -1.0], [1.2, 2.0, -0.9], [-3.2, -1.7, -0.4], [4.0, -0.9, 1.7], [-1.1, 0.6, -1.1], [-0.2, -2.1, -1.4], [-0.5, 0.6, 1.1], [-0.7, -0.1, 2.3]]}

***

{"formula": "C4H11N3O2", "method": "the ωB97M-V functional and the def2-TZVPD basis", "total_energy_ev": -12889.8885, "homo_lumo_gap_ev": 9.46, "lumo_ev": 0.587, "fmax_ev_per_a": 9.1, "e_above_lowest_kj_mol": 283.8, "smiles": "CN=C(N)N.CC(=O)O", "symbols": ["C", "C", "N", "N", "N", "H", "H", "H", "H", "H", "H", "H", "H", "C", "C", "O", "O", "H", "H", "H"], "positions_angstrom": [[0.069, 0.892, 3.882], [0.545, 0.421, 1.604], [0.527, 0.055, 2.815], [0.006, 1.587, 0.937], [1.157, -0.454, 0.685], [0.665, 0.827, -2.324], [-1.030, 1.156, 3.753], [0.831, 1.640, 4.159], [0.630, 2.419, 1.165], [-0.949, 1.926, 1.355], [0.580, -0.583, -0.128], [1.678, -1.181, 0.904], [0.078, 0.296, 4.803], [-1.201, -1.688, -1.812], [-0.486, -0.783, -2.622], [-0.118, 0.381, -1.940], [-0.296, -0.646, -3.876], [-1.997, -2.416, -2.344], [-1.807, -0.979, -1.137], [-0.759, -2.344, -1.056]], "forces_ev_per_a": [[-0.8, -0.5, 0.8], [0.3, -1.3, -0.1], [0.3, 0.1, -0.2], [-1.1, 2.1, 1.8], [-3.5, 5.1, -2.0], [-0.9, -0.6, -0.3], [1.4, 0.6, 0.1], [-0.8, 0.6, -0.6], [-0.8, -1.4, -0.6], [2.3, -1.2, -0.7], [0.3, 0.3, -0.3], [2.6, -3.9, 2.1], [-0.2, -0.2, -0.2], [-5.0, -2.6, 1.9], [3.0, 5.5, -6.6], [0.2, -1.3, 1.2], [-0.9, -2.5, 4.2], [2.1, 2.0, 0.7], [0.5, -1.0, -0.9], [0.9, 0.4, -0.5]]}